a.
Entry from the Open Molecules 2025 dataset: one molecule with the formula CH3NO3S (the ωB97M-V functional and the def2-TZVPD basis).

Calculated values
* E_LUMO (alpha / beta): -2.69 / -1.72 eV
* HOMO level (alpha / beta): -9.24 / -9.93 eV
* charge: 0
* Kohn-Sham gap (alpha / beta): 6.54 / 8.21 eV
* molecular weight: 109.11 g/mol

Bonds (Å) are listed after each position.
Geometry (Å):
1 S 0.9891 0.1929 0.1475  O2 1.412, O3 1.820, O4 1.482, C6 1.729
2 O 2.1373 0.0142 -0.6546  S1 1.412
3 O -0.4926 -0.1395 -0.8557  S1 1.820, N5 1.373
4 O 0.6781 -0.7829 1.2180  S1 1.482
5 N -1.2633 -1.0960 -0.2421  O3 1.373, H7 1.005, H9 1.134
6 C 0.3583 1.7643 0.4997  S1 1.729, H8 1.131
7 H -2.2047 -0.9403 -0.5573  N5 1.005
8 H 0.7493 2.3857 -0.3611  C6 1.131
9 H -0.9516 -1.3985 0.8056  N5 1.134

***

b.
Entry from the Open Molecules 2025 dataset: a 2-piece molecular cluster, CH3NO3S overall (the ωB97M-V functional and the def2-TZVPD basis).

Calculated values
* E_LUMO (alpha / beta): -0.33 / -0.38 eV
* HOMO level (alpha / beta): -8.20 / -8.26 eV
* charge: 0
* Kohn-Sham gap (alpha / beta): 7.87 / 7.88 eV
* molecular weight: 109.11 g/mol

Bonds (Å) are listed after each position.
Geometry (Å):
1 S -1.2713 0.7123 -0.0664  O2 1.624, O4 1.891
2 O -2.8295 0.4094 0.2780  S1 1.624, H9 1.047
3 O 1.1670 1.0149 0.5192  C6 1.181
4 O -0.8211 -1.1075 0.1810  S1 1.891, N5 1.190
5 N 0.2786 -1.5630 0.2016  O4 1.190
6 C 2.0170 0.3592 0.0265  O3 1.181, H7 1.060, H8 1.059
7 H 2.2180 0.5339 -0.9996  C6 1.060
8 H 2.5858 -0.4375 0.4305  C6 1.059
9 H -3.3444 0.0782 -0.5708  O2 1.047

***

b is favored, and the nearest alternative lies 0.0510 hartree above it.